[1]
A 6-piece molecular cluster, C21H46N7O6 overall in a non-equilibrium geometry, computed with ωB97M-V/def2-TZVPD.

Positions of all 80 atoms, in Å:
C 1.0582 -1.0423 -1.4049
C 0.2167 -1.7259 -2.5684
O 0.1500 -3.1670 -2.5037
C 1.3343 -3.7856 -2.9957
C 2.1633 -4.2311 -1.7232
C 3.5642 -4.1112 -1.4119
N 3.6325 -4.6623 -0.1120
C 2.4093 -5.0882 0.3282
N 1.4727 -4.8372 -0.6646
H 1.8339 -0.3801 -1.8920
H 1.5673 -1.7644 -0.7123
H 0.3972 -0.4009 -0.7592
H -0.8460 -1.3629 -2.4500
H 0.6413 -1.3801 -3.5591
H 1.9358 -3.1355 -3.6899
H 1.1207 -4.7363 -3.5617
H 4.3392 -3.6573 -2.0619
H 4.5110 -4.6967 0.4088
H 2.1447 -5.5464 1.3062
H 0.4668 -5.0076 -0.6540
C 2.2958 1.2702 1.3057
O 1.2465 1.2799 0.6800
N 3.3619 2.0555 1.0496
C 4.5789 1.9903 1.8401
C 3.2881 2.9976 -0.0536
H 2.4548 0.5921 2.1608
H 4.7645 2.9663 2.2909
H 5.4150 1.7259 1.1864
H 4.4930 1.2487 2.6253
H 2.4580 3.6862 0.1156
H 3.1038 2.4522 -0.9817
H 4.2175 3.5583 -0.1368
C -4.1785 -1.9645 -4.3110
O -5.1973 -1.3372 -4.5166
N -3.9963 -2.8528 -3.3017
C -2.7486 -3.5647 -3.1186
C -5.0894 -3.0954 -2.3762
H -3.2894 -1.8539 -4.9550
H -2.9367 -4.6401 -3.1819
H -2.3424 -3.3237 -2.1337
H -2.0238 -3.2842 -3.8813
H -5.9548 -3.4640 -2.9300
H -5.3625 -2.1578 -1.8878
H -4.7964 -3.8278 -1.6251
C 4.1570 0.4184 5.1805
O 4.5731 1.4376 4.6588
N 4.9281 -0.6020 5.6250
C 4.3619 -1.7873 6.2382
C 6.3707 -0.5038 5.4825
H 3.0792 0.2454 5.3363
H 4.7514 -1.8875 7.2535
H 4.6462 -2.6655 5.6529
H 3.2747 -1.7225 6.2787
H 6.7259 0.3787 6.0175
H 6.6217 -0.3941 4.4254
H 6.8538 -1.3938 5.8831
C -5.4393 3.2989 -4.9236
O -5.6237 4.4191 -5.3575
N -5.6918 2.9004 -3.6524
C -5.4453 1.5437 -3.2069
C -6.2262 3.8660 -2.7091
H -5.0367 2.4907 -5.5571
H -6.3830 1.1054 -2.8577
H -4.7240 1.5629 -2.3843
H -5.0477 0.9338 -4.0158
H -7.1777 4.2476 -3.0846
H -5.5293 4.7014 -2.6150
H -6.3762 3.4028 -1.7348
C -2.9249 3.2711 2.4501
O -4.0122 3.7147 2.7611
N -1.7478 3.9354 2.5558
C -0.4879 3.3366 2.1626
C -1.7525 5.2894 3.0796
H -2.8097 2.2525 2.0416
H 0.1796 3.3047 3.0283
H -0.0338 3.9434 1.3754
H -0.6366 2.3249 1.7901
H -2.1704 5.2839 4.0883
H -2.3812 5.9185 2.4463
H -0.7403 5.6907 3.1048

Results
Total charge: +1


[2]
One molecule with the formula CHNO2S in a non-equilibrium geometry, computed with ωB97M-V/def2-TZVPD.

Positions of all 6 atoms, in Å:
O 1.7513 0.6364 0.3567
N 0.2078 0.6507 0.0541
O -0.3866 1.6711 -0.0429
C -0.2543 -0.6317 -0.0638
S -1.8239 -0.9324 -0.3670
H 0.5056 -1.3941 0.0629

Results
Total charge: 0
SMILES string: O=[N+]([O-])C=S


Which HOMO belongs to each record? In order, -10.001 -10.637 eV.
Which relative energy (zero: lowest compared OMol25 entry of this formula, charge and spin) belongs to each record? In order, 83.50 462.50 kJ/mol.
Which E_LUMO belongs to each record? In order, -3.66 -3.21 eV.